(1)
Here is a structure of composition C33H24AuN7S4 from OMol25. Energies are from wB97M-V/def2-TZVPD.

```
69
Properties=species:S:1:pos:R:3:forces:R:3:mulliken_charge:R:1
Au 0.360905 2.537691 0.220630 -0.03 -0.05 0.02 0.667
S 2.080591 3.459169 1.382318 0.01 -0.01 0.00 -0.415
C 1.301141 4.031890 2.847725 -0.01 -0.01 0.00 0.809
C 2.092185 4.678004 3.794890 0.00 -0.01 0.00 -0.996
C 1.545246 5.139244 4.981265 0.01 -0.01 0.00 0.459
C 2.388159 5.798425 5.938528 -0.02 0.04 0.00 -0.176
N 3.071914 6.332149 6.691761 0.01 -0.02 0.00 -0.497
C 0.176866 4.956114 5.231550 0.00 -0.03 0.01 0.430
C -0.610451 4.315509 4.288079 0.00 0.00 0.00 -1.068
C -0.059612 3.849666 3.097757 0.01 0.03 0.00 0.908
S -1.101982 3.050760 1.938129 -0.01 0.02 -0.01 -0.607
C -0.422568 5.420390 6.450435 0.01 0.04 -0.01 -0.189
N -0.923181 5.793560 7.414859 -0.01 -0.02 0.01 -0.494
H 3.148266 4.821503 3.606255 0.00 0.00 0.00 0.494
H -1.665851 4.177972 4.483034 0.00 0.00 0.00 0.489
S 1.935808 2.146272 -1.490943 0.01 0.02 -0.04 -0.474
C 1.934819 0.404116 -1.765291 0.09 -0.01 0.06 0.322
N 2.368705 0.015832 -2.904640 -0.05 -0.02 -0.01 -0.770
N 2.468639 -1.336038 -3.166436 0.01 0.00 -0.01 0.151
C 3.121696 -2.256667 -2.289825 0.00 -0.01 -0.02 0.434
C 2.847179 -3.607063 -2.465606 0.00 0.00 0.00 -0.231
C 3.459350 -4.556348 -1.658233 0.00 0.00 0.00 -0.625
C 4.337029 -4.162910 -0.659709 0.00 0.00 0.00 -0.603
C 4.614333 -2.811673 -0.491723 0.00 0.01 0.00 -0.601
C 4.021317 -1.859819 -1.305024 0.01 0.00 -0.01 -0.328
N 1.492614 -0.585587 -0.842176 -0.04 0.02 -0.01 0.726
N 1.227950 -0.202407 0.302395 -0.01 0.03 -0.03 -0.672
C 0.731033 -1.234141 1.148023 0.01 -0.03 0.01 -0.011
C 0.967160 -2.586074 0.909647 0.01 0.01 0.01 0.164
C 0.439683 -3.521455 1.782545 0.01 0.00 0.01 -0.767
C -0.325121 -3.114211 2.870673 0.00 -0.01 0.00 -0.543
C -0.547173 -1.763688 3.105000 0.00 0.00 0.00 -0.693
C -0.002866 -0.816525 2.251702 0.00 0.01 0.00 0.068
H 2.801518 -1.433442 -4.114167 0.01 0.01 0.01 0.267
H 2.143562 -3.906447 -3.233618 0.00 0.00 0.00 0.458
H 3.237847 -5.605778 -1.805824 0.00 0.00 0.00 0.383
H 4.804242 -4.899366 -0.019880 0.00 0.00 0.00 0.405
H 5.306042 -2.492844 0.277319 0.00 0.00 0.00 0.409
H 4.249307 -0.810921 -1.167721 0.00 0.01 0.00 0.457
H 1.568154 -2.883526 0.059293 0.00 0.00 0.01 0.128
H 0.629263 -4.574797 1.618364 0.00 0.00 0.00 0.458
H -0.733556 -3.853253 3.548212 0.00 0.00 0.00 0.404
H -1.129894 -1.447544 3.960221 0.00 0.00 0.00 0.438
H -0.147445 0.244617 2.417724 0.00 -0.01 0.00 0.350
N -1.293171 1.765981 -0.807975 -0.03 0.02 0.00 -0.349
S -1.263922 0.812344 -2.088790 0.03 -0.02 0.01 0.629
C -2.797534 1.183169 -2.939718 0.00 -0.05 -0.01 0.487
C -3.423618 0.211983 -3.710514 0.00 0.01 0.01 -0.418
C -4.564754 0.551835 -4.418850 -0.01 0.01 0.00 -0.714
C -5.068362 1.844569 -4.355179 0.00 -0.01 -0.01 -0.444
C -4.428509 2.804577 -3.586540 0.01 0.00 0.01 -0.654
C -3.280632 2.480909 -2.876411 0.00 0.02 0.00 -0.505
C -1.565438 -0.876855 -1.599518 -0.02 0.00 0.01 0.651
C -0.844923 -1.863934 -2.253728 0.00 -0.02 0.00 0.234
C -1.032608 -3.187898 -1.878090 0.01 0.01 -0.02 -0.878
C -1.906956 -3.500447 -0.849512 -0.03 0.01 0.01 -0.479
C -2.605870 -2.497167 -0.186635 -0.01 -0.03 -0.02 -0.826
C -2.441633 -1.176529 -0.565358 0.02 0.02 -0.01 -0.534
H -2.152644 1.699926 -0.272644 0.00 0.01 0.00 0.262
H -3.036593 -0.797592 -3.748994 0.00 0.00 0.00 0.368
H -5.064644 -0.197780 -5.017446 0.00 0.00 0.00 0.397
H -5.962682 2.102286 -4.906633 0.00 0.00 0.00 0.392
H -4.818556 3.812251 -3.537269 0.00 0.00 0.00 0.392
H -2.767399 3.221379 -2.277751 0.00 0.00 0.00 0.488
H -0.120451 -1.606155 -3.017790 0.00 0.01 0.01 0.458
H -0.470375 -3.968773 -2.372954 -0.01 0.00 0.00 0.345
H -2.034645 -4.531261 -0.545650 0.00 0.00 0.00 0.416
H -3.273184 -2.745404 0.627650 0.00 0.00 0.00 0.440
H -2.983721 -0.391775 -0.051216 0.01 0.00 0.01 0.323
```
Forces are in eV/Å.

Summary:
HOMO: -7.91 eV

(2)
Here is a structure of composition C33H24ClIN6O2PdS from OMol25. Energies are from wB97M-V/def2-TZVPD.

```
69
Properties=species:S:1:pos:R:3:forces:R:3:lowdin_spin:R:1
Pd -0.335494 0.297860 0.072455 -0.20 -0.51 0.24 1.498
C -1.105150 -4.147446 -0.447967 -0.02 0.00 0.05 0.028
C -0.664422 -2.736599 -0.559625 -0.02 0.05 -0.08 0.221
N -0.902915 -1.819720 0.366951 0.06 0.18 -0.04 0.126
N -1.566819 -2.167677 1.428117 0.04 -0.02 0.03 0.425
C -1.605841 -1.114024 2.383501 -0.07 0.06 0.17 0.045
O -0.984149 -0.058666 2.233944 0.03 0.10 -0.12 0.126
C -2.419852 -1.374724 3.560269 -0.09 -0.16 0.00 0.012
C -2.405366 -0.440677 4.602510 -0.03 0.03 0.02 0.007
C -3.182930 -0.651217 5.721254 -0.02 0.00 0.04 0.004
C -3.991043 -1.783432 5.802535 0.01 -0.01 -0.01 0.017
C -4.023399 -2.706614 4.765186 0.01 0.01 0.01 0.000
C -3.231007 -2.514662 3.647909 0.05 0.04 -0.03 0.017
C 0.114744 -2.248624 -1.703275 -0.11 -0.01 0.14 0.007
C 0.667807 -3.126948 -2.622357 0.00 -0.04 -0.02 0.054
C 1.482793 -2.624417 -3.628614 0.02 -0.03 -0.03 -0.008
C 1.704367 -1.263536 -3.689638 -0.02 0.02 0.00 0.054
C 1.084671 -0.440886 -2.750835 -0.07 -0.07 -0.10 0.003
N 0.308461 -0.914480 -1.787933 0.14 0.41 -0.06 0.105
H -1.764238 -4.271892 0.404349 0.00 -0.03 -0.02 0.001
H -0.238922 -4.801464 -0.312198 0.00 0.01 -0.02 0.010
H -1.616937 -4.458461 -1.360063 0.03 0.00 -0.01 0.007
H -1.777086 0.436163 4.524010 0.01 -0.02 0.00 0.000
H -3.163597 0.060151 6.535501 -0.01 -0.01 0.00 0.000
H -4.595391 -1.949060 6.685047 -0.01 0.02 -0.02 0.001
H -4.663065 -3.575831 4.831952 0.03 -0.01 0.01 0.000
H -3.237289 -3.234296 2.841841 -0.01 0.01 0.03 0.000
H 0.480411 -4.188356 -2.541748 0.02 0.02 -0.01 0.004
H 1.940616 -3.291675 -4.346568 -0.01 0.00 0.01 -0.001
H 2.341627 -0.832160 -4.448391 -0.02 0.02 0.00 0.003
H 1.213207 0.633199 -2.785591 0.02 0.01 0.02 0.000
Cl 4.186123 5.014328 2.664364 0.01 0.05 0.02 0.098
C 3.474583 3.604302 2.043325 0.02 -0.06 0.00 0.223
C 4.213817 2.431301 2.034816 -0.05 0.09 0.01 -0.015
C 3.679387 1.263098 1.528932 -0.11 -0.23 -0.11 0.186
I 4.771355 -0.481664 1.521693 -0.05 0.10 -0.01 0.067
C 2.334480 1.225689 1.005382 0.14 0.12 0.03 0.108
O 1.828243 0.187014 0.538827 0.02 -0.15 0.11 0.282
C 1.565570 2.478181 1.035060 0.01 -0.02 0.05 0.058
N 0.307919 2.430234 0.556058 0.05 -0.19 -0.21 0.070
C -0.424393 3.531256 0.561575 0.00 -0.01 -0.07 0.018
C 0.057177 4.751394 1.037795 -0.01 0.02 0.00 0.003
C 1.333927 4.812000 1.535705 0.05 0.05 0.03 0.019
C 2.124922 3.651647 1.542285 0.06 0.09 0.05 0.020
H 5.218928 2.440465 2.434410 -0.01 0.02 -0.02 -0.003
H -1.431316 3.448449 0.171910 0.01 0.00 -0.03 0.001
H -0.573787 5.628718 1.006219 -0.01 -0.03 0.02 0.000
H 1.734699 5.738739 1.923262 -0.01 0.00 -0.02 0.001
S -6.376351 2.865854 -1.364652 0.03 -0.07 0.04 -0.001
C -4.893795 1.999339 -0.917989 -0.04 0.11 -0.06 -0.003
C -4.343830 2.069235 0.360050 0.04 -0.02 0.05 0.004
C -3.137660 1.449376 0.607742 -0.11 -0.04 -0.09 0.006
N -2.471032 0.760294 -0.332504 0.10 0.13 0.02 0.083
C -3.034222 0.632793 -1.538334 0.04 -0.04 -0.01 0.005
C -4.236152 1.226592 -1.869371 -0.08 -0.09 0.00 0.004
C -5.879817 4.499399 -0.830788 -0.01 -0.08 -0.05 0.000
C -5.362571 5.379298 -1.768818 0.02 0.05 0.03 0.000
C -4.943205 6.629814 -1.329849 -0.02 -0.02 0.13 0.000
N -5.007397 7.019469 -0.057299 -0.06 -0.10 -0.05 0.000
C -5.546509 6.175711 0.821320 0.06 0.07 -0.07 0.000
C -6.002585 4.907273 0.487120 -0.11 0.08 0.06 0.000
H -4.844852 2.602552 1.156318 0.06 0.00 -0.05 0.001
H -2.682884 1.494405 1.589009 0.04 0.02 0.00 0.001
H -2.482832 0.054788 -2.270083 0.01 0.01 0.00 0.001
H -4.646096 1.111154 -2.863497 0.05 0.03 -0.01 0.001
H -5.296186 5.101418 -2.812066 0.03 0.02 0.01 0.000
H -4.536012 7.347864 -2.032117 0.01 -0.01 0.00 0.000
H -5.625519 6.532081 1.842029 0.01 0.00 0.00 0.000
H -6.470346 4.276122 1.232311 0.03 0.02 -0.03 0.000
```
Forces are in eV/Å.

Summary:
spin multiplicity: 5
charge: +2
HOMO (spin up / spin down): -13.44 / -13.69 eV

(3)
Here is a structure of composition C33H24ClN3O4Ru from OMol25. Energies are from wB97M-V/def2-TZVPD.

```
66
Properties=species:S:1:pos:R:3:forces:R:3:mulliken_charge:R:1
Ru -0.454961 0.284407 0.761960 0.20 0.62 -0.20 0.242
O -6.638511 -1.997383 -3.444628 0.05 -0.04 0.01 -0.442
C -5.764437 -1.011232 -3.206500 -0.11 -0.04 0.08 0.627
O -5.728660 -0.035698 -3.893714 0.03 0.03 -0.04 -0.501
C -4.810636 -1.162347 -2.042456 0.04 -0.04 -0.05 0.695
C -4.200863 0.007059 -1.597772 -0.01 -0.01 0.03 -0.985
C -3.248895 -0.054217 -0.601564 0.00 0.07 0.04 -0.218
C -2.883279 -1.282237 -0.056885 0.09 0.03 0.19 1.076
C -3.498982 -2.450637 -0.476751 -0.05 -0.10 -0.02 -0.919
C -4.466473 -2.381014 -1.468167 0.01 -0.03 0.02 -1.152
N -1.806501 -1.250213 0.877073 -0.15 0.15 -0.52 0.374
C -1.478513 -2.178667 1.688622 0.11 0.12 0.17 0.040
C -0.277003 -1.916047 2.479192 -0.14 -0.03 0.01 0.029
C 0.258513 -2.796768 3.390685 0.09 -0.01 0.16 -0.807
C 1.407275 -2.428133 4.087791 -0.05 -0.07 -0.04 -0.429
C 1.959489 -1.178561 3.872929 -0.04 0.03 0.02 -0.914
C 1.383827 -0.333649 2.937654 0.10 0.00 0.06 -0.199
N 0.302004 -0.703658 2.249707 0.20 -0.77 0.44 0.387
H -6.630480 -2.687015 -2.769827 -0.01 0.07 0.00 0.302
H -4.487237 0.946562 -2.049920 0.01 0.00 0.00 0.501
H -2.821713 0.869223 -0.210703 -0.01 0.00 -0.02 0.634
H -3.224334 -3.416391 -0.073143 0.05 0.01 -0.03 0.338
H -4.910271 -3.308483 -1.808162 0.00 0.01 -0.02 0.267
H -2.043506 -3.095336 1.817811 -0.02 0.00 0.01 0.479
H -0.218624 -3.752428 3.560355 0.02 -0.01 -0.03 0.527
H 1.861642 -3.115104 4.789233 -0.04 0.02 0.04 0.490
H 2.829636 -0.845896 4.420434 0.01 0.00 -0.03 0.478
H 1.785531 0.647781 2.728999 0.04 -0.04 -0.08 0.695
Cl 1.429965 7.278721 4.873084 -0.02 -0.04 -0.04 -0.142
C 1.019900 5.884692 3.961738 0.03 0.09 0.05 0.416
C -0.227075 5.295094 4.144380 -0.09 -0.07 0.00 -0.801
C -0.548521 4.164625 3.423618 0.00 0.01 -0.02 -0.272
C 0.376891 3.630054 2.519805 -0.02 0.03 0.04 0.077
C 1.621963 4.242003 2.333675 -0.02 0.03 -0.03 -0.266
C 1.943752 5.370880 3.055073 0.06 -0.04 -0.05 -0.810
C 0.053685 2.433438 1.787078 -0.34 0.06 -0.11 1.585
O -1.057300 1.769974 1.988416 0.03 -0.03 0.03 -0.769
O 0.826150 1.897889 0.919600 -0.02 0.07 0.07 -0.720
H -0.928171 5.723876 4.846035 0.01 0.01 0.00 0.438
H -1.515197 3.694357 3.543021 0.02 -0.01 0.04 0.488
H 2.320997 3.831092 1.617331 0.01 0.00 0.02 0.462
H 2.898244 5.861087 2.926586 -0.01 0.00 0.01 0.434
N 0.408088 -0.599185 -0.537840 0.00 0.07 -0.15 0.033
C 1.232221 -0.732008 -1.485207 -0.01 -0.21 -0.13 -0.243
C 2.453874 -1.529470 -1.232876 -0.02 0.13 0.10 0.467
C 3.636058 -1.206176 -1.895114 0.05 0.05 0.03 -0.380
C 4.796383 -1.903968 -1.596579 -0.02 0.03 -0.05 -0.796
C 4.777935 -2.917060 -0.649163 -0.01 -0.02 0.04 -0.481
C 3.599317 -3.234876 0.017978 0.00 -0.02 -0.02 -0.822
C 2.439272 -2.540392 -0.267865 -0.04 -0.01 -0.01 -0.163
C 0.915894 -0.090212 -2.780539 -0.04 -0.10 -0.02 0.656
C 1.218756 -0.753131 -3.969353 -0.07 -0.06 0.00 -0.243
C 0.901633 -0.156364 -5.177498 0.01 -0.01 -0.01 -0.839
C 0.298995 1.094805 -5.200350 -0.03 0.01 0.00 -0.476
C -0.002048 1.755481 -4.015182 0.01 0.00 -0.01 -0.915
C 0.293572 1.158537 -2.803508 0.00 -0.02 0.04 -0.256
H 3.655847 -0.400412 -2.616202 -0.02 -0.01 -0.03 0.546
H 5.716802 -1.654391 -2.106680 -0.01 -0.01 0.00 0.441
H 5.683358 -3.468107 -0.432690 0.00 0.01 0.00 0.432
H 3.587445 -4.037704 0.743355 0.00 0.01 -0.01 0.452
H 1.507208 -2.802407 0.219340 0.00 -0.03 -0.01 0.510
H 1.665390 -1.738498 -3.947208 0.06 0.02 0.01 0.570
H 1.123920 -0.667882 -6.103961 0.00 0.00 0.01 0.430
H 0.055950 1.556713 -6.147822 0.02 0.01 0.00 0.435
H -0.455736 2.736691 -4.040701 -0.02 -0.01 0.00 0.457
H 0.080547 1.678319 -1.876028 0.05 0.05 0.02 0.446
```
Forces are in eV/Å.

Summary:
charge: +2
HOMO: -14.00 eV